[1]
{"formula": "C24H27N5O5S2", "method": "the ωB97M-V functional and the def2-TZVPD basis", "elements": ["C", "C", "C", "N", "C", "O", "C", "C", "C", "C", "N", "C", "C", "N", "C", "O", "C", "C", "C", "O", "O", "C", "C", "N", "C", "C", "C", "C", "C", "C", "N", "C", "O", "S", "C", "S", "H", "H", "H", "H", "H", "H", "H", "H", "H", "H", "H", "H", "H", "H", "H", "H", "H", "H", "H", "H", "H", "H", "H", "H", "H", "H", "H"], "positions_angstrom": [[8.405, 0.786, -1.748], [7.163, 0.296, -1.016], [6.056, -0.064, -2.006], [4.865, -0.525, -1.326], [3.822, 0.333, -1.060], [3.787, 1.493, -1.424], [2.757, -0.367, -0.335], [1.589, 0.277, -0.101], [0.397, -0.164, 0.551], [-0.845, 0.477, 0.348], [-1.109, 1.294, -0.700], [-0.500, 1.206, -2.006], [-0.072, 2.607, -2.424], [-1.195, 3.506, -2.265], [-2.266, 3.331, -1.470], [-3.141, 4.165, -1.377], [-2.365, 2.002, -0.713], [-3.533, 1.190, -1.335], [-3.469, -0.269, -0.941], [-2.619, -1.036, -1.319], [-4.489, -0.621, -0.163], [-4.548, -1.998, 0.224], [-5.862, -2.248, 0.937], [-1.849, 0.346, 1.227], [-1.776, -0.540, 2.187], [-2.849, -0.646, 3.125], [-3.939, 0.370, 3.047], [-2.832, -1.663, 4.036], [-1.759, -2.579, 4.067], [-0.724, -2.420, 3.207], [-0.720, -1.411, 2.294], [0.472, -1.208, 1.519], [1.443, -1.897, 1.784], [3.206, -2.023, -0.030], [4.720, -1.808, -0.891], [5.816, -2.996, -1.132], [9.186, 1.040, -1.036], [8.783, 0.012, -2.412], [8.176, 1.669, -2.339], [7.409, -0.588, -0.424], [6.797, 1.072, -0.341], [5.765, 0.817, -2.585], [6.394, -0.858, -2.676], [1.595, 1.312, -0.427], [0.344, 0.520, -1.997], [-1.243, 0.818, -2.713], [0.774, 2.946, -1.812], [0.244, 2.610, -3.471], [-1.138, 4.407, -2.720], [-2.629, 2.226, 0.324], [-4.476, 1.627, -1.014], [-3.472, 1.238, -2.425], [-4.456, -2.616, -0.675], [-3.693, -2.216, 0.874], [-5.928, -1.639, 1.833], [-5.929, -3.296, 1.214], [-6.694, -1.999, 0.284], [-4.352, 0.397, 2.042], [-4.724, 0.150, 3.766], [-3.533, 1.359, 3.254], [-3.640, -1.769, 4.744], [-1.753, -3.388, 4.778], [0.155, -3.046, 3.186]], "total_energy_ha": -2377.21181, "molar_mass_g_mol": 529.644, "de_lowest_ev": 0.000, "smiles": "CCCN1C(=O)/C(=C/c2c(N3CCNC(=O)[C@H]3CC(=O)OCC)nc3c(C)cccn3c2=O)SC1=S"}



[2]
{"formula": "C4H6O2", "method": "the ωB97M-V functional and the def2-TZVPD basis", "elements": ["O", "C", "C", "C", "C", "O", "H", "H", "H", "H", "H", "H"], "positions_angstrom": [[2.382, -0.522, 1.464], [1.367, -0.010, 1.043], [0.273, -0.735, 0.407], [0.191, 0.324, -0.968], [-0.952, -0.204, -0.226], [-1.816, 0.610, 0.485], [1.253, 1.073, 0.914], [0.286, -1.832, 0.550], [0.552, -0.021, -1.926], [0.383, 1.399, -0.799], [-1.404, -1.023, -0.785], [-2.449, 0.960, -0.152]], "total_energy_ha": -306.39626, "molar_mass_g_mol": 86.090, "de_lowest_ev": 2.994, "smiles": "O=C[C@@H]1C[C@@H]1O"}



[3]
{"formula": "C4H13N2O2P", "method": "the ωB97M-V functional and the def2-TZVPD basis", "elements": ["C", "O", "P", "O", "N", "N", "C", "C", "C", "H", "H", "H", "H", "H", "H", "H", "H", "H", "H", "H", "H", "H"], "positions_angstrom": [[-0.588, 1.895, 1.942], [-0.751, 0.511, 1.584], [-0.141, -0.491, 0.463], [-0.884, -1.705, 0.691], [1.508, -0.600, 0.784], [1.818, -1.553, 1.847], [-0.095, 0.220, -1.265], [-1.514, 0.263, -1.584], [0.640, -0.741, -2.147], [-1.203, 2.549, 1.287], [0.489, 2.222, 1.927], [-0.990, 1.976, 2.997], [2.100, 0.309, 0.714], [1.105, -1.291, 2.533], [1.412, -2.433, 1.384], [0.466, 1.140, -1.212], [-1.918, -0.694, -1.043], [-2.056, 0.924, -0.964], [-1.747, 0.392, -2.621], [1.720, -0.778, -2.010], [0.528, -0.451, -3.174], [0.103, -1.664, -2.134]], "total_energy_ha": -761.53855, "molar_mass_g_mol": 152.134, "de_lowest_ev": 1.117, "smiles": "CO[P@](=O)(NN)C(C)C"}



[4]
{"formula": "C62H98N6O3PPbSi", "method": "the ωB97M-V functional and the def2-TZVPD basis", "elements": ["Pb", "C", "C", "C", "C", "C", "C", "C", "N", "C", "C", "C", "C", "C", "C", "O", "C", "C", "C", "C", "C", "C", "C", "C", "C", "O", "C", "C", "C", "C", "C", "C", "H", "H", "H", "H", "H", "H", "H", "H", "H", "H", "H", "H", "H", "H", "H", "H", "H", "H", "H", "H", "H", "H", "H", "H", "H", "H", "H", "H", "H", "H", "H", "H", "H", "H", "H", "H", "H", "H", "H", "H", "C", "Si", "C", "C", "N", "C", "C", "C", "C", "C", "C", "O", "C", "C", "C", "C", "C", "C", "H", "H", "H", "H", "H", "H", "H", "H", "H", "H", "H", "H", "H", "H", "H", "H", "H", "H", "C", "C", "C", "C", "P", "N", "C", "C", "C", "C", "C", "C", "C", "C", "H", "H", "H", "H", "H", "H", "H", "H", "H", "H", "H", "H", "H", "H", "H", "H", "H", "H", "H", "H", "H", "H", "H", "H", "H", "H", "H", "C", "C", "N", "C", "N", "C", "C", "C", "N", "C", "H", "H", "H", "H", "H", "H", "H", "H", "H", "H", "H", "H", "H"], "positions_angstrom": [[-0.563, 0.202, -0.166], [0.535, -7.324, -2.980], [1.474, -6.523, -2.065], [2.743, -6.210, -2.859], [1.871, -7.371, -0.847], [0.757, -5.261, -1.601], [1.241, -4.007, -1.816], [0.508, -2.855, -1.410], [0.928, -1.594, -1.494], [2.002, -1.130, -2.130], [2.637, -1.756, -3.239], [3.853, -1.346, -3.696], [4.522, -0.327, -2.955], [3.948, 0.384, -1.940], [2.552, 0.132, -1.616], [1.881, 0.933, -0.928], [4.716, 1.475, -1.194], [6.197, 1.501, -1.584], [4.129, 2.858, -1.517], [4.626, 1.211, 0.321], [4.501, -2.019, -4.906], [3.505, -2.081, -6.073], [5.749, -1.276, -5.393], [4.911, -3.446, -4.512], [-0.772, -3.020, -0.718], [-1.516, -2.021, -0.522], [-1.156, -4.356, -0.328], [-0.443, -5.397, -0.851], [-2.312, -4.674, 0.638], [-2.713, -3.501, 1.545], [-1.885, -5.818, 1.575], [-3.540, -5.095, -0.182], [1.017, -8.251, -3.301], [0.288, -6.736, -3.867], [-0.398, -7.580, -2.477], [3.213, -7.143, -3.177], [3.463, -5.655, -2.256], [2.505, -5.628, -3.752], [2.423, -8.259, -1.167], [0.996, -7.698, -0.283], [2.506, -6.788, -0.178], [2.229, -3.862, -2.224], [2.089, -2.538, -3.751], [5.536, -0.086, -3.237], [6.334, 1.781, -2.631], [6.669, 0.530, -1.413], [6.711, 2.241, -0.969], [4.200, 3.064, -2.590], [4.680, 3.634, -0.980], [3.089, 2.906, -1.214], [5.104, 0.261, 0.566], [3.591, 1.163, 0.660], [5.135, 2.006, 0.871], [3.152, -1.079, -6.325], [2.639, -2.697, -5.830], [3.986, -2.511, -6.955], [5.523, -0.231, -5.617], [6.121, -1.749, -6.304], [6.550, -1.312, -4.652], [4.043, -4.018, -4.186], [5.627, -3.421, -3.688], [5.371, -3.966, -5.357], [-0.780, -6.402, -0.630], [-1.852, -3.116, 2.095], [-3.461, -3.843, 2.265], [-3.130, -2.686, 0.967], [-0.928, -5.580, 2.042], [-1.789, -6.772, 1.055], [-2.629, -5.945, 2.363], [-3.866, -4.265, -0.812], [-4.364, -5.374, 0.480], [-3.307, -5.946, -0.827], [2.202, -2.199, 4.805], [2.759, -1.460, 3.129], [4.675, -1.466, 3.160], [2.334, -2.811, 1.887], [2.019, -0.006, 2.710], [2.110, 1.131, 3.408], [2.865, 1.250, 4.615], [2.880, 2.379, 5.404], [2.131, 3.492, 5.047], [1.427, 3.450, 3.852], [1.447, 2.338, 3.025], [0.738, 2.407, 1.814], [0.813, 3.580, 1.131], [-0.326, 3.973, 0.429], [-0.350, 5.194, -0.224], [0.760, 6.027, -0.209], [1.916, 5.607, 0.439], [1.949, 4.392, 1.104], [2.728, -3.130, 5.035], [1.132, -2.422, 4.761], [2.356, -1.507, 5.637], [5.068, -2.411, 3.545], [5.089, -0.655, 3.764], [5.051, -1.341, 2.141], [2.635, -3.796, 2.258], [2.847, -2.640, 0.939], [1.261, -2.838, 1.694], [3.448, 0.385, 4.911], [3.471, 2.395, 6.315], [2.105, 4.379, 5.668], [0.850, 4.314, 3.543], [-1.178, 3.299, 0.413], [-1.251, 5.501, -0.743], [0.733, 6.988, -0.709], [2.799, 6.234, 0.428], [2.843, 4.068, 1.618], [-5.795, 3.902, -0.978], [-4.362, 3.486, -0.645], [-3.417, 3.813, -1.816], [-3.883, 4.321, 0.552], [-4.038, 1.637, -0.165], [-2.543, 1.335, -0.199], [-4.815, 1.394, 1.587], [-6.184, 2.008, 1.876], [-4.898, -0.123, 1.797], [-3.781, 1.909, 2.602], [-5.114, 0.592, -1.392], [-4.753, 1.121, -2.789], [-6.633, 0.611, -1.227], [-4.612, -0.856, -1.325], [-5.833, 4.991, -1.091], [-6.489, 3.624, -0.185], [-6.150, 3.470, -1.914], [-3.136, 4.871, -1.792], [-3.874, 3.623, -2.787], [-2.508, 3.209, -1.728], [-3.718, 5.357, 0.242], [-2.942, 3.929, 0.936], [-4.619, 4.333, 1.356], [-6.938, 1.689, 1.156], [-6.156, 3.098, 1.890], [-6.511, 1.677, 2.868], [-5.724, -0.570, 1.246], [-5.056, -0.342, 2.857], [-3.962, -0.592, 1.490], [-3.843, 2.985, 2.753], [-2.775, 1.657, 2.259], [-3.940, 1.430, 3.573], [-5.310, 2.025, -3.036], [-4.991, 0.372, -3.551], [-3.685, 1.338, -2.835], [-7.038, 1.622, -1.252], [-6.948, 0.135, -0.299], [-7.083, 0.047, -2.052], [-3.534, -0.880, -1.178], [-4.843, -1.377, -2.261], [-5.080, -1.419, -0.519], [-0.214, 4.101, -4.528], [0.833, 3.604, -3.550], [0.225, 2.551, -2.768], [-0.465, 1.539, -3.362], [-0.759, 0.471, -2.679], [-1.430, -0.632, -3.349], [-1.087, -0.675, -4.827], [-1.480, 0.663, -5.417], [-0.853, 1.735, -4.668], [-0.556, 2.935, -5.432], [0.155, 4.938, -5.122], [-1.095, 4.420, -3.966], [1.150, 4.389, -2.870], [1.716, 3.247, -4.099], [0.727, 2.252, -1.942], [-2.513, -0.546, -3.222], [-1.123, -1.553, -2.855], [-1.616, -1.485, -5.333], [-0.010, -0.830, -4.943], [-2.572, 0.773, -5.396], [-1.158, 0.739, -6.460], [-1.426, 3.168, -6.054], [0.288, 2.743, -6.110]], "total_energy_ha": -3799.37386, "molar_mass_g_mol": 1241.765, "charge": -1, "de_lowest_ev": 0.369}



[5]
{"formula": "C12H14Cl5IrNO4S", "method": "the ωB97M-V functional and the def2-TZVPD basis", "elements": ["Ir", "C", "O", "C", "C", "O", "C", "C", "O", "C", "H", "H", "H", "H", "H", "H", "H", "H", "H", "H", "H", "H", "H", "H", "Cl", "C", "C", "C", "Cl", "C", "Cl", "C", "Cl", "C", "Cl", "O", "S", "N"], "positions_angstrom": [[-0.054, 0.035, -0.151], [-0.208, -0.543, 3.196], [0.631, -0.152, 2.092], [1.968, -0.677, 2.170], [2.786, 0.079, 1.162], [2.144, 0.038, -0.146], [2.773, -0.733, -1.205], [2.306, -0.105, -2.492], [0.868, -0.080, -2.535], [0.249, -0.918, -3.420], [0.230, -0.178, 4.124], [-0.313, -1.628, 3.234], [-1.178, -0.079, 3.039], [1.959, -1.749, 1.969], [2.370, -0.503, 3.170], [3.793, -0.327, 1.079], [2.843, 1.134, 1.426], [2.487, -1.781, -1.100], [3.855, -0.634, -1.123], [2.707, -0.633, -3.356], [2.625, 0.936, -2.531], [0.859, -1.391, -4.177], [-0.790, -0.681, -3.592], [-0.613, -2.053, -1.445], [-3.513, -1.326, -0.109], [-3.178, 0.342, -0.087], [-1.834, 0.808, -0.078], [-1.630, 2.207, -0.012], [0.069, 2.607, 0.039], [-2.613, 3.143, 0.000], [-2.274, 4.799, 0.054], [-3.958, 2.650, -0.033], [-5.217, 3.743, -0.020], [-4.223, 1.250, -0.068], [-5.833, 0.719, -0.088], [0.909, -3.471, 0.804], [-0.505, -3.069, 0.667], [-0.496, -1.781, -0.456]], "total_energy_ha": -3624.01512, "s2": 8.797, "molar_mass_g_mol": 637.796, "charge": 2, "multiplicity": 6, "de_lowest_ev": 0.000}



Which formula does entry 1 have? C24H27N5O5S2